i.
2 unconnected molecules or ions with the total composition C2H7NS. Source: the OMol25 dataset; level of theory: wB97M-V/def2-TZVPD.

Structure (XYZ):
```
11
Properties=species:S:1:pos:R:3:mulliken_charge:R:1
C 0.88 -1.24 2.30 -0.225
N 0.09 -0.49 1.66 -0.356
C -1.20 -1.00 1.32 -0.681
H 1.93 -0.98 2.37 0.256
H 0.56 -2.26 2.58 0.202
H -1.46 -2.05 1.51 0.286
H -1.95 -0.43 1.90 0.258
H -1.56 -0.75 0.32 0.260
S 1.31 2.62 -4.38 -0.278
H 0.02 2.98 -4.31 0.140
H 1.36 3.60 -5.27 0.138
```

As for the HOMO energy: -9.744 eV. Its SMILES is C=NC.S. The spin multiplicity is 1. The HOMO-LUMO gap is 10.75 eV.

ii.
2 unconnected molecules or ions with the total composition C2H7NS. Source: the OMol25 dataset; level of theory: wB97M-V/def2-TZVPD.

Structure (XYZ):
```
11
Properties=species:S:1:pos:R:3:mulliken_charge:R:1
C 1.44 -1.23 0.01 -0.293
N 0.33 -0.65 -0.10 -0.230
C 0.53 0.82 -0.26 -0.711
H 2.41 -0.69 -0.05 0.237
H 1.58 -2.28 0.28 0.253
H 1.09 1.02 -1.18 0.350
H -0.42 1.36 -0.29 0.081
H 1.13 1.23 0.56 0.341
S -3.20 -0.03 0.02 -0.280
H -2.60 1.16 0.24 0.091
H -2.29 -0.71 0.76 0.160
```

As for the HOMO energy: -9.376 eV. Its SMILES is C=NC.S. The spin multiplicity is 1. The HOMO-LUMO gap is 10.39 eV.

Best to worst by energy: ii, i.

i.
A single CH2FNO2 molecule. Source: the OMol25 dataset; level of theory: wB97M-V/def2-TZVPD.

Structure (XYZ):
```
7
Properties=species:S:1:pos:R:3:mulliken_charge:R:1
O -1.44 -0.65 -0.79 -0.487
C -0.62 -0.04 -0.17 0.603
O -1.02 0.91 0.73 -0.415
N 0.77 -0.31 -0.50 -0.133
F 1.70 -0.06 0.50 -0.197
H -0.26 1.40 1.09 0.339
H 0.88 -1.26 -0.85 0.289
```

As for the HOMO energy: -10.831 eV. Its SMILES is O=C(O)NF. The spin multiplicity is 1. The HOMO-LUMO gap is 11.36 eV.

ii.
2 unconnected molecules or ions with the total composition CH2FNO2. Source: the OMol25 dataset; level of theory: wB97M-V/def2-TZVPD.

Structure (XYZ):
```
7
Properties=species:S:1:pos:R:3:mulliken_charge:R:1
C 0.19 -0.91 0.26 -0.273
N 0.61 0.04 -0.34 0.586
O 1.52 0.70 -0.64 -0.438
O -0.83 1.47 -0.57 -0.322
F -1.69 1.34 0.49 -0.132
H -0.87 -1.10 0.37 0.288
H 1.06 -1.54 0.41 0.290
```

As for the HOMO energy (spin up / spin down): -9.940 / -9.938 eV. The spin multiplicity is 1. The HOMO-LUMO gap (spin up / spin down) is 8.57 / 8.57 eV.

Best to worst by energy: i, ii.

i.
A molecular structure, C40H110N10O10. Source: the OMol25 dataset; level of theory: wB97M-V/def2-TZVPD.

Structure (XYZ):
```
170
Properties=species:S:1:pos:R:3:mulliken_charge:R:1
C 3.21 1.25 -4.43 -1.738
C 2.93 2.13 -3.25 1.751
C 3.66 1.70 -1.96 -1.030
O 3.12 0.46 -1.39 -0.380
C 3.88 -0.03 -0.30 -1.060
N 3.47 3.45 -3.63 -0.224
H 4.24 1.07 -4.73 0.305
H 2.64 1.56 -5.31 0.396
H 2.84 0.24 -4.24 0.179
H 1.87 2.14 -3.03 -0.007
H 3.59 2.42 -1.14 0.212
H 4.70 1.55 -2.24 0.709
H 4.84 -0.25 -0.78 0.368
H 3.45 -0.95 0.10 0.684
H 3.95 0.74 0.46 0.790
H 2.87 3.78 -4.37 0.418
H 4.35 3.22 -4.07 0.387
C -0.60 -5.39 1.81 -0.910
C -0.30 -4.42 3.05 0.095
C -0.70 -2.93 2.85 -0.288
O -0.24 -2.20 3.99 -0.569
C -0.29 -0.76 3.87 0.561
N -0.90 -4.94 4.26 -0.767
H -0.11 -6.35 1.97 0.241
H -0.38 -4.99 0.82 -0.587
H -1.67 -5.56 1.71 0.374
H 0.78 -4.51 3.18 0.399
H -1.76 -2.69 2.82 1.257
H -0.46 -2.50 1.87 0.742
H -1.26 -0.27 3.86 0.029
H 0.10 -0.44 2.90 -1.776
H 0.30 -0.31 4.66 0.550
H -0.31 -4.61 5.02 0.387
H -1.70 -4.33 4.32 0.401
C 2.33 -1.12 2.19 -0.371
C 2.63 -2.62 2.38 0.311
C 1.87 -3.59 1.36 -0.594
O 1.73 -4.92 1.91 -0.507
C 1.52 -5.93 0.90 -1.305
N 4.10 -2.81 2.27 -0.843
H 2.64 -0.81 1.19 -1.777
H 3.02 -0.54 2.81 0.595
H 1.39 -0.67 2.50 0.576
H 2.18 -2.88 3.34 0.965
H 2.54 -3.66 0.50 2.108
H 0.91 -3.19 1.04 -1.720
H 2.40 -5.95 0.26 0.388
H 0.70 -5.80 0.19 0.564
H 1.34 -6.93 1.31 0.359
H 4.27 -3.81 2.32 0.471
H 4.46 -2.50 1.39 0.234
C 1.26 -1.89 -0.75 0.984
C 0.80 -3.30 -1.12 0.173
C -0.50 -3.64 -0.37 -0.959
O -1.47 -2.72 -0.90 1.621
C -2.76 -2.96 -0.31 -0.452
N 0.55 -3.43 -2.50 -0.238
H 1.56 -1.74 0.29 -0.092
H 0.50 -1.15 -1.01 0.690
H 2.11 -1.75 -1.42 -0.906
H 1.55 -4.02 -0.79 0.872
H -0.28 -3.53 0.69 -1.389
H -0.84 -4.65 -0.64 1.304
H -3.32 -2.11 -0.70 -0.809
H -2.88 -2.83 0.77 -0.221
H -3.38 -3.80 -0.63 0.522
H -0.02 -4.26 -2.57 0.588
H -0.02 -2.64 -2.79 -1.129
C -0.93 0.11 1.79 1.704
C -1.00 0.87 0.48 -1.979
C -0.14 0.29 -0.65 0.459
O 1.17 -0.07 -0.35 0.760
C 1.95 1.15 -0.09 0.790
N -2.39 1.01 0.06 -0.384
H 0.05 -0.27 2.09 -1.541
H -1.40 -0.87 1.72 -1.288
H -1.41 0.64 2.61 -0.349
H -0.68 1.90 0.62 0.921
H -0.29 0.86 -1.57 0.284
H -0.59 -0.68 -0.84 0.233
H 2.97 0.83 0.11 -0.865
H 1.67 1.69 0.81 -0.361
H 2.04 1.79 -0.97 -0.634
H -2.81 0.13 0.28 0.283
H -2.81 1.66 0.71 0.188
C 3.01 1.32 2.63 -0.971
C 1.92 1.92 3.56 0.897
C 0.45 1.42 3.29 1.125
O -0.48 2.02 4.16 -0.365
C -1.81 1.60 4.07 -0.941
N 2.31 1.67 4.96 -0.780
H 2.80 0.26 2.47 -0.729
H 4.01 1.38 3.06 0.726
H 2.98 1.99 1.76 -0.085
H 1.95 3.00 3.49 0.038
H 0.43 0.35 3.50 -0.559
H 0.29 1.44 2.21 0.001
H -2.13 2.10 4.99 0.374
H -2.06 0.55 4.15 0.572
H -2.27 2.07 3.20 0.318
H 3.23 2.06 5.08 0.365
H 1.77 2.26 5.58 0.303
C -1.94 4.57 -2.39 -1.697
C -1.92 3.64 -1.16 1.356
C -3.35 3.09 -0.85 -0.355
O -4.27 4.17 -0.65 -0.493
C -5.54 3.88 -0.10 -0.893
N -0.96 2.63 -1.48 -0.703
H -0.92 4.89 -2.58 0.432
H -2.55 5.43 -2.12 0.496
H -2.24 4.17 -3.36 0.293
H -1.54 4.30 -0.38 1.030
H -3.46 2.47 0.04 0.050
H -3.60 2.42 -1.67 -0.648
H -6.06 3.17 -0.74 0.280
H -6.13 4.78 -0.27 0.376
H -5.46 3.62 0.96 0.214
H -1.06 1.94 -0.75 -1.172
H -1.27 2.14 -2.30 0.897
C 2.14 -1.38 -3.61 -1.182
C 0.88 -0.52 -3.41 -0.926
C -0.53 -1.16 -3.15 0.322
O -1.01 -2.04 -4.13 -0.574
C -2.28 -2.63 -3.81 -0.961
N 1.16 0.53 -2.40 0.377
H 3.07 -0.87 -3.84 0.403
H 1.93 -1.99 -4.49 0.565
H 2.35 -2.04 -2.77 0.508
H 0.70 0.16 -4.24 0.780
H -1.29 -0.38 -3.16 -0.145
H -0.73 -1.57 -2.16 -1.451
H -2.26 -3.33 -2.97 -0.036
H -2.47 -3.24 -4.69 0.509
H -3.08 -1.90 -3.76 0.368
H 1.39 0.15 -1.49 0.358
H 1.98 1.02 -2.70 -0.877
C -2.77 -0.67 -2.40 -0.842
C -4.06 -0.23 -1.56 -0.343
C -4.31 -0.89 -0.19 -1.061
O -3.17 -1.01 0.64 0.963
C -3.55 -1.33 1.98 -1.114
N -3.78 1.18 -1.38 0.489
H -1.90 -0.69 -1.76 0.328
H -2.48 0.06 -3.15 0.679
H -2.81 -1.70 -2.78 -0.122
H -4.93 -0.36 -2.20 0.498
H -4.60 -1.91 -0.42 0.484
H -5.12 -0.39 0.35 0.677
H -4.11 -2.26 2.00 0.411
H -4.12 -0.53 2.47 0.330
H -2.67 -1.47 2.61 0.305
H -3.64 1.64 -2.26 0.239
H -2.88 1.18 -0.91 1.206
C 2.54 4.57 -1.43 -1.589
C 1.15 3.81 -1.37 0.816
C 0.37 4.15 -0.10 -1.277
O 1.16 4.01 1.03 -0.416
C 0.53 4.20 2.29 -1.251
N 0.29 3.96 -2.53 -0.481
H 3.18 4.19 -2.22 0.520
H 3.13 4.26 -0.57 0.403
H 2.48 5.66 -1.54 0.407
H 1.40 2.75 -1.40 -0.373
H -0.50 3.52 0.07 -0.709
H 0.10 5.21 -0.15 1.445
H 1.24 4.18 3.12 0.293
H -0.24 3.44 2.47 0.440
H -0.02 5.14 2.22 0.493
H 0.22 4.96 -2.68 0.424
H -0.63 3.62 -2.29 -0.190
```

As for the HOMO energy: -7.228 eV. The spin multiplicity is 1. The HOMO-LUMO gap is 7.37 eV.

ii.
A molecular structure, C40H110N10O10. Source: the OMol25 dataset; level of theory: wB97M-V/def2-TZVPD.

Structure (XYZ):
```
170
Properties=species:S:1:pos:R:3:mulliken_charge:R:1
C 0.98 1.02 -2.60 0.094
C 0.11 0.04 -1.68 1.195
C 0.85 -0.67 -0.56 -0.907
O 0.11 -1.70 0.03 0.284
C 0.81 -2.22 1.11 -0.896
N -0.84 0.89 -0.98 0.093
H 0.45 1.97 -2.63 -0.615
H 1.09 0.72 -3.64 -1.027
H 1.96 1.23 -2.19 0.940
H -0.32 -0.71 -2.35 0.404
H 1.24 0.01 0.20 -0.685
H 1.78 -1.13 -0.91 0.743
H 1.78 -2.62 0.82 0.112
H 0.19 -3.02 1.52 0.815
H 1.05 -1.59 1.97 1.051
H -1.49 1.11 -1.73 0.101
H -1.31 0.24 -0.38 -0.621
C -2.12 2.96 -4.03 -1.169
C -2.52 3.40 -2.64 -0.024
C -3.74 2.57 -2.09 -0.333
O -3.60 1.15 -2.05 -0.419
C -4.67 0.51 -1.39 -1.108
N -1.40 3.36 -1.73 -0.368
H -3.02 2.75 -4.61 0.399
H -1.54 2.04 -4.07 -0.352
H -1.57 3.67 -4.65 0.652
H -2.86 4.43 -2.66 1.043
H -4.68 2.87 -2.55 0.947
H -4.04 2.93 -1.11 -0.573
H -4.83 0.70 -0.33 0.780
H -4.39 -0.54 -1.30 0.439
H -5.61 0.64 -1.92 0.389
H -1.04 2.42 -1.63 -0.095
H -0.68 3.80 -2.27 0.042
C 2.18 1.74 4.26 -1.432
C 1.49 2.07 2.92 -0.522
C 2.17 1.44 1.76 1.190
O 3.62 1.61 1.61 -0.559
C 4.20 0.75 0.73 -0.677
N 0.06 1.69 2.88 -0.173
H 3.19 2.14 4.32 0.391
H 2.28 0.66 4.22 0.343
H 1.59 1.92 5.16 0.474
H 1.48 3.15 2.75 0.830
H 1.58 1.65 0.87 -0.130
H 2.02 0.36 1.85 -0.610
H 5.19 1.12 0.47 0.530
H 3.61 0.57 -0.17 0.187
H 4.34 -0.24 1.18 -0.885
H -0.48 1.71 2.03 -0.050
H -0.39 2.38 3.46 0.007
C 0.93 3.64 -2.04 -1.159
C 1.54 4.17 -3.38 0.438
C 0.55 4.84 -4.37 0.826
O -0.06 5.94 -3.70 -0.453
C -1.39 6.17 -4.07 -0.765
N 2.51 5.12 -2.94 -0.759
H 0.46 4.46 -1.50 0.970
H 1.73 3.15 -1.48 0.116
H 0.23 2.87 -2.37 -0.236
H 2.10 3.32 -3.75 0.459
H -0.14 4.04 -4.63 -2.069
H 1.10 5.18 -5.25 0.792
H -1.32 6.52 -5.10 0.375
H -1.68 7.03 -3.45 0.307
H -2.14 5.38 -3.98 0.252
H 2.79 5.90 -3.52 0.347
H 2.00 5.76 -2.35 0.315
C 3.24 -5.43 3.62 -0.616
C 2.20 -6.41 2.96 -0.891
C 1.11 -5.74 1.99 -0.923
O 0.47 -4.72 2.73 0.600
C -0.55 -4.14 2.04 -0.446
N 2.78 -7.48 2.31 -0.631
H 2.70 -4.92 4.43 0.113
H 3.60 -4.67 2.93 -0.552
H 4.13 -5.95 3.95 0.563
H 1.64 -6.91 3.75 0.704
H 0.48 -6.54 1.60 0.602
H 1.55 -5.30 1.10 0.322
H -1.36 -4.87 2.10 1.833
H -0.34 -3.73 1.05 -1.069
H -0.86 -3.33 2.71 -0.894
H 3.25 -7.90 3.11 0.341
H 2.03 -8.13 2.12 0.309
C -1.61 -1.64 2.47 -1.247
C -2.89 -2.08 1.68 1.134
C -3.08 -3.64 1.63 -1.711
O -2.05 -4.33 0.88 -0.224
C -2.07 -4.19 -0.58 -0.713
N -3.97 -1.43 2.45 -1.078
H -1.56 -2.10 3.46 1.500
H -1.57 -0.56 2.56 -0.309
H -0.67 -1.90 1.98 -0.554
H -2.82 -1.76 0.64 -0.162
H -4.05 -3.71 1.14 0.564
H -3.17 -4.00 2.65 0.162
H -1.39 -4.82 -1.16 0.328
H -1.80 -3.18 -0.90 0.082
H -3.05 -4.48 -0.95 0.355
H -3.65 -1.15 3.36 0.467
H -4.11 -0.48 2.12 0.094
C 4.11 -1.58 1.40 -0.783
C 4.19 -3.18 1.50 0.400
C 2.83 -3.85 1.17 -2.319
O 2.38 -3.59 -0.16 -0.334
C 1.82 -4.75 -0.82 -0.849
N 5.39 -3.54 0.80 -0.787
H 5.01 -1.00 1.23 0.659
H 3.71 -1.22 2.34 0.233
H 3.29 -1.33 0.73 -0.108
H 4.48 -3.55 2.48 0.385
H 2.06 -3.43 1.83 1.131
H 2.86 -4.93 1.33 1.701
H 2.48 -5.61 -0.92 0.416
H 1.42 -4.45 -1.79 0.350
H 0.88 -5.02 -0.35 0.151
H 5.07 -3.33 -0.14 0.367
H 6.08 -2.84 1.05 0.507
C 1.48 0.74 -5.69 -1.501
C 0.55 2.04 -5.39 -0.492
C 0.74 3.15 -6.42 -1.376
O 2.09 3.59 -6.59 -0.364
C 2.23 4.47 -7.68 -0.792
N -0.80 1.82 -5.06 0.239
H 2.48 1.16 -5.78 0.329
H 1.16 0.37 -6.66 0.430
H 1.42 0.10 -4.80 0.328
H 1.12 2.47 -4.56 -0.422
H 0.07 3.98 -6.21 0.933
H 0.43 2.75 -7.38 0.754
H 3.29 4.73 -7.74 0.321
H 1.83 5.40 -7.29 0.288
H 1.95 4.25 -8.71 0.285
H -1.06 0.85 -4.87 0.563
H -1.17 1.91 -5.99 0.538
C -1.76 2.07 2.04 -0.858
C -3.22 1.70 1.77 -0.039
C -4.11 2.93 1.32 -1.157
O -5.44 2.50 1.47 -0.375
C -6.42 3.33 0.84 -0.890
N -3.20 0.65 0.74 1.851
H -1.68 2.76 2.88 0.847
H -1.37 2.53 1.13 0.483
H -1.15 1.19 2.24 -1.211
H -3.64 1.19 2.64 0.843
H -3.85 3.28 0.32 0.239
H -4.00 3.77 2.00 0.733
H -7.36 2.79 0.76 0.263
H -6.22 3.84 -0.10 0.288
H -6.64 4.07 1.61 0.379
H -4.14 0.81 0.39 0.114
H -2.60 0.73 -0.07 -1.220
C 1.42 -1.00 3.33 -2.264
C 0.14 -0.53 4.04 1.513
C -0.24 -1.62 5.16 -1.902
O -0.12 -2.94 4.58 0.172
C -0.21 -4.08 5.44 -1.044
N 0.57 0.70 4.69 -0.765
H 2.13 -1.12 4.14 0.733
H 1.69 -0.14 2.72 0.560
H 1.30 -1.87 2.69 0.488
H -0.63 -0.24 3.32 0.510
H -1.23 -1.38 5.57 0.356
H 0.29 -1.64 6.11 0.333
H -0.03 -4.97 4.85 0.087
H -1.21 -4.19 5.86 0.308
H 0.54 -3.94 6.22 0.359
H -0.26 1.00 5.17 0.360
H 0.73 1.42 4.00 0.675
```

As for the HOMO energy: -7.037 eV. The spin multiplicity is 1. The HOMO-LUMO gap is 7.41 eV.

Best to worst by energy: ii, i.

i.
A gas-phase ion, C6H11N2 (charge +1). Source: the OMol25 dataset; level of theory: wB97M-V/def2-TZVPD.

Structure (XYZ):
```
19
Properties=species:S:1:pos:R:3:mulliken_charge:R:1
H 0.03 -0.52 3.50 0.291
N -0.19 -1.02 2.56 -0.495
C -0.25 -0.24 1.62 0.071
N -0.11 1.34 1.38 -0.160
C 0.15 1.01 -0.09 0.115
C 1.60 1.25 -0.35 -1.382
C -0.30 -0.41 0.16 0.178
C -0.69 -1.47 -0.61 -0.238
C -1.13 -1.73 -2.03 -1.011
H -0.92 1.82 1.57 0.273
H 0.66 1.82 1.82 0.336
H -0.48 1.58 -0.69 0.566
H 2.32 0.39 -0.33 0.344
H 2.00 2.09 0.12 0.461
H 1.59 1.59 -1.54 0.310
H -0.67 -2.29 0.06 0.421
H -1.96 -1.09 -2.25 0.318
H -0.27 -1.36 -2.79 0.277
H -1.40 -2.78 -2.13 0.325
```

The total charge is +1. As for the HOMO energy: -13.629 eV. Its SMILES is [H]/N=C1\[NH2+][C@@H](C)\C1=C/C. The spin multiplicity is 1. The HOMO-LUMO gap is 9.59 eV.

ii.
A gas-phase ion, C6H11N2 (charge +1). Source: the OMol25 dataset; level of theory: wB97M-V/def2-TZVPD.

Structure (XYZ):
```
19
Properties=species:S:1:pos:R:3:mulliken_charge:R:1
C -1.65 -1.00 -1.24 -0.191
C -2.21 -0.32 -0.06 -0.005
C -0.37 -0.93 -1.56 -0.544
C -1.43 0.16 0.94 -0.750
C 0.96 0.47 0.20 0.614
C 2.35 0.01 0.07 -1.016
N 0.67 1.82 0.19 -0.498
N 0.04 -0.25 1.19 -0.246
H -2.44 -1.52 -1.87 0.301
H -3.34 0.02 -0.08 0.333
H 0.00 -1.39 -2.54 0.296
H -1.87 0.59 1.86 0.412
H 2.49 -0.70 -0.78 0.316
H 2.44 -0.67 1.04 0.229
H 3.20 0.77 -0.14 0.373
H -0.35 2.03 0.24 0.299
H 1.16 2.26 -0.58 0.270
H 0.00 -0.13 2.26 0.369
H 0.33 -1.22 0.87 0.437
```

The total charge is +1. As for the HOMO energy (spin up / spin down): -12.125 / -12.714 eV. The spin multiplicity is 1. The HOMO-LUMO gap (spin up / spin down) is 7.63 / 8.45 eV.

Best to worst by energy: i, ii.

i.
A gas-phase ion, C6H11N2 (charge +1). Source: the OMol25 dataset; level of theory: wB97M-V/def2-TZVPD.

Structure (XYZ):
```
19
Properties=species:S:1:pos:R:3:mulliken_charge:R:1
C -1.25 -2.32 -1.07 -0.765
C -0.48 -1.28 -0.91 0.353
C 0.42 -0.43 -0.13 0.127
C 0.35 -0.24 1.28 -0.469
N 0.95 0.74 1.77 -0.251
C 0.88 1.06 3.15 -0.726
N -0.57 0.12 -1.25 -0.065
C 0.11 0.75 -2.39 -0.849
H -2.09 -2.21 -1.61 0.309
H -0.92 -3.27 -0.75 0.287
H 1.51 -0.33 -0.53 0.275
H -0.39 -0.83 1.74 0.433
H 0.84 2.12 3.32 0.300
H 1.91 0.95 3.65 0.285
H 0.05 0.56 3.77 0.292
H -1.24 0.80 -0.71 0.403
H 0.92 0.07 -2.73 0.345
H -0.74 0.75 -3.11 0.321
H 0.53 1.63 -2.15 0.394
```

The total charge is +1. As for the HOMO energy: -14.020 eV. Its SMILES is C=C1[C@H](/C=N/C)[N@H+]1C. The spin multiplicity is 1. The HOMO-LUMO gap is 10.36 eV.

ii.
A gas-phase ion, C6H11N2 (charge +1). Source: the OMol25 dataset; level of theory: wB97M-V/def2-TZVPD.

Structure (XYZ):
```
19
Properties=species:S:1:pos:R:3:mulliken_charge:R:1
C 1.83 0.63 -2.42 -1.159
C 1.89 0.37 -0.94 -0.302
N 0.51 0.33 -0.63 0.535
N -0.51 0.80 -1.11 -0.519
C -0.62 -0.09 0.08 0.669
C -0.96 -1.47 0.49 -0.909
C -0.85 -0.28 1.55 0.019
C -2.13 0.25 2.21 -1.183
H 2.86 0.44 -2.83 0.350
H 1.18 -0.06 -2.75 0.443
H 1.46 1.63 -2.70 0.365
H 2.52 -0.38 -0.47 0.401
H 2.37 1.15 -0.27 0.315
H -0.38 -2.27 0.32 0.354
H -1.97 -1.77 0.33 0.286
H 0.07 -0.51 2.15 0.350
H -2.69 -0.32 2.96 0.365
H -2.78 0.46 1.31 0.288
H -1.79 1.11 2.73 0.335
```

The total charge is +1. As for the HOMO energy: -15.108 eV. Its SMILES is CC[N+]1=N[C@@]12C[C@@H]2C. The spin multiplicity is 1. The HOMO-LUMO gap is 9.34 eV.

iii.
A molecular structure, C6H11N2. Source: the OMol25 dataset; level of theory: wB97M-V/def2-TZVPD.

Structure (XYZ):
```
19
Properties=species:S:1:pos:R:3:mulliken_charge:R:1
C 2.20 1.19 -0.44 0.053
C 2.67 0.05 0.27 -0.379
C -1.00 0.44 1.11 -0.630
C -1.88 1.29 0.07 -0.472
C -0.13 0.19 -0.18 0.398
C -0.18 -1.81 -0.46 -1.182
N -0.86 1.06 -0.98 -0.359
N 1.24 0.47 -0.06 0.068
H 2.56 1.95 -1.11 0.370
H 2.97 -0.74 -0.35 0.291
H 2.98 0.22 1.28 0.272
H -0.48 0.89 1.91 0.326
H -1.51 -0.51 1.50 0.248
H -2.90 0.78 0.03 0.234
H -2.05 2.39 0.22 0.296
H -1.07 -2.12 -0.71 0.464
H 0.23 -2.15 0.51 0.388
H 0.58 -1.99 -1.24 0.356
H -0.94 0.86 -1.98 0.257
```

The total charge is +1. As for the HOMO energy: -12.959 eV. The spin multiplicity is 1. The HOMO-LUMO gap is 8.14 eV.

Best to worst by energy: i, iii, ii.